[1]
The following is a DFT calculation (the ωB97M-V functional and the def2-TZVPD basis) of a structure of composition C48H57AsF5N5O4TeTi in a non-equilibrium geometry.

Values from the calculation:
HOMO-LUMO gap (alpha / beta) = 5.894 / 6.961 eV
highest occupied orbital energy (alpha / beta) = -9.098 / -10.183 eV
spin multiplicity = 2
expectation value of S² = 0.754
energy relative to the best compared isomer or geometry (same formula, charge and spin) = 151.05 kJ/mol
total charge = +1

Atoms and positions in Å:
Ti 0.40 -0.58 -0.01
C 2.05 -8.03 -0.15
C 2.15 -6.62 -0.67
C 2.37 -6.33 -1.99
C 2.46 -5.01 -2.47
C 2.36 -4.76 -3.84
N 2.31 -3.56 -4.36
C 2.20 -3.27 -5.77
C 1.42 -1.99 -6.06
C -0.12 -2.08 -6.06
N -0.82 -1.80 -4.80
C -0.74 -0.77 -4.03
C 0.15 0.36 -4.04
C 0.67 1.04 -5.15
C 1.63 2.01 -5.01
C 2.14 2.80 -6.19
C 2.18 2.20 -3.74
C 1.71 1.54 -2.62
C 2.48 1.54 -1.39
N 2.35 0.73 -0.41
C 3.45 0.82 0.57
C 3.56 -0.41 1.47
C 3.29 -1.70 0.71
N 1.83 -1.94 0.73
C 1.39 -3.13 0.52
C 2.06 -4.21 -0.20
C 1.89 -5.52 0.18
C 2.46 -3.88 -1.56
O 2.69 -2.71 -1.95
C 0.58 0.70 -2.73
O 0.03 0.18 -1.68
H 2.28 -8.75 -0.93
H 1.04 -8.24 0.21
H 2.74 -8.19 0.68
H 2.44 -7.14 -2.71
H 2.26 -5.60 -4.52
H 2.44 -2.82 -3.65
H 1.75 -4.13 -6.28
H 3.20 -3.14 -6.18
H 1.70 -1.67 -7.06
H 1.77 -1.21 -5.39
H -0.43 -3.08 -6.36
H -0.52 -1.40 -6.81
H -1.46 -2.52 -4.43
H -1.39 -0.81 -3.17
H 0.29 0.81 -6.14
H 1.75 2.41 -7.12
H 3.23 2.79 -6.23
H 1.82 3.85 -6.11
H 3.03 2.87 -3.63
H 3.33 2.23 -1.39
H 3.33 1.73 1.17
H 4.38 0.91 0.01
H 2.87 -0.35 2.31
H 4.57 -0.42 1.89
H 3.76 -2.54 1.22
H 3.66 -1.67 -0.31
H 0.35 -3.32 0.76
H 1.52 -5.73 1.18
O -1.29 2.66 -1.87
H -1.78 1.91 -1.47
H -1.88 3.42 -1.78
F -1.67 -3.94 -0.54
Te -2.05 -2.22 -1.15
F -2.31 -3.19 -2.98
F -3.68 -2.52 -0.16
F -2.30 0.62 -0.45
F -0.03 -2.35 -1.67
O -1.01 -1.58 0.45
C -2.41 7.50 0.59
C -2.18 6.03 0.76
C -3.22 5.15 0.99
C -3.02 3.79 1.18
C -4.22 2.91 1.40
C -1.70 3.30 1.15
As -1.60 1.39 1.53
N 0.09 0.66 1.53
C 0.45 0.19 2.85
C -0.04 -1.00 3.37
C 0.31 -1.40 4.66
C 1.15 -0.61 5.44
C 1.64 0.58 4.92
C 1.29 0.98 3.63
C -2.30 1.23 3.36
C -1.95 2.13 4.37
C -1.01 3.28 4.18
C -2.52 1.95 5.63
C -3.43 0.93 5.89
C -4.03 0.75 7.25
C -3.77 0.07 4.85
C -3.22 0.20 3.59
C -3.64 -0.76 2.50
C -0.63 4.16 0.86
C 0.78 3.68 0.64
C -0.89 5.51 0.69
H -3.48 7.74 0.58
H -1.98 7.86 -0.34
H -1.95 8.07 1.40
H -4.24 5.53 1.03
H -5.11 3.39 1.01
H -4.38 2.72 2.47
H -4.11 1.94 0.90
H -0.69 -1.62 2.77
H -0.08 -2.33 5.05
H 1.41 -0.91 6.44
H 2.29 1.21 5.51
H 1.68 1.90 3.23
H -0.24 3.06 3.45
H -0.52 3.53 5.12
H -1.55 4.17 3.83
H -2.25 2.63 6.43
H -3.70 1.53 7.94
H -3.75 -0.21 7.68
H -5.12 0.78 7.20
H -4.48 -0.73 5.04
H -4.20 -0.25 1.71
H -4.28 -1.54 2.90
H -2.79 -1.22 2.02
H 0.88 3.41 -0.42
H 1.01 2.80 1.22
H 1.49 4.47 0.86
H -0.06 6.17 0.48

Results of the Mulliken charge analysis, in e, for atoms 1 through 99: 0.046, -1.516, 0.262, -0.719, 0.077, -0.173, 0.310, -1.017, -0.258, -0.925, 0.152, -0.553, -0.233, -0.556, 0.635, -1.796, -0.870, 1.688, -1.275, 0.691, -1.397, -0.090, -1.287, 1.044, 0.049, -0.410, -0.680, 0.841, -1.077, -1.149, 0.432, 0.379, 0.338, 0.346, 0.351, 0.428, -0.041, 0.504, 0.305, 0.444, 0.229, 0.441, 0.394, 0.546, 0.747, 0.494, 0.385, 0.398, 0.351, 0.507, 0.284, 0.264, 0.687, -0.187, 0.652, 0.638, 0.144, 0.532, 0.587, -0.672, 0.118, 0.358, -0.410, 1.296, -0.680, -0.467, -0.922, -0.630, 0.502, -1.653, 0.593, -1.138, 0.289, -1.910, 1.540, 1.756, 1.354, 0.601, -0.276, -1.195, -0.991, -0.864, -0.079, 1.333, 0.543, -1.488, -1.132, 0.721, -1.682, -1.006, 0.297, -1.273, 0.470, -0.726, -1.130, 0.392, 0.364, 0.316, 0.382



[2]
The following is a DFT calculation (the ωB97M-V functional and the def2-TZVPD basis) of a structure of composition C48H57ClN10S2Y.

Values from the calculation:
HOMO-LUMO gap = 6.327 eV
highest occupied orbital energy = -8.917 eV
energy relative to the best compared isomer or geometry (same formula, charge and spin) = 33.02 kJ/mol
total charge = +1

Atoms and positions in Å:
Y 0.35 -0.66 0.51
N -0.02 -2.86 -0.60
C 1.27 -3.51 -0.91
C 2.20 -3.42 0.28
N 2.48 -2.02 0.65
H -0.60 -3.46 -0.02
H -0.56 -2.71 -1.45
H 1.70 -2.98 -1.76
H 1.14 -4.56 -1.20
H 3.12 -3.97 0.07
H 1.71 -3.91 1.13
H 3.25 -1.67 0.10
H 2.77 -1.98 1.62
N 1.28 2.99 3.22
C 2.47 3.67 2.89
C 2.71 4.96 3.34
C 3.89 5.60 2.98
C 4.80 4.98 2.15
C 4.55 3.70 1.66
C 3.39 3.05 2.06
S 3.08 1.38 1.61
N 1.36 1.34 1.57
C 0.71 2.05 2.44
C -0.74 1.79 2.62
C -1.55 2.65 3.35
C -2.84 2.25 3.67
C -3.26 1.00 3.27
C -2.40 0.22 2.51
N -1.19 0.63 2.14
H 0.75 3.34 4.01
H 1.99 5.45 3.98
H 4.09 6.60 3.36
H 5.72 5.49 1.86
H 5.25 3.20 1.01
H -1.19 3.62 3.67
H -3.49 2.91 4.23
H -4.23 0.62 3.54
H -2.69 -0.77 2.20
C 3.27 2.37 -5.50
C 2.23 1.44 -6.08
C 1.86 1.53 -7.42
C 0.90 0.68 -7.96
C 0.31 -0.29 -7.16
C 0.68 -0.40 -5.83
C 1.62 0.47 -5.28
N 2.02 0.35 -3.92
C 1.22 0.36 -2.81
N -0.06 0.70 -3.07
C -1.26 0.73 -2.31
C -1.40 0.11 -1.07
C -2.73 0.10 -0.61
C -3.79 0.69 -1.26
C -3.58 1.36 -2.45
C -2.31 1.38 -3.00
C -2.08 2.09 -4.32
N 1.72 0.11 -1.61
C 3.15 0.26 -1.61
C 4.01 -0.81 -1.77
C 5.39 -0.64 -1.79
C 5.92 0.64 -1.69
C 5.05 1.73 -1.57
C 3.68 1.56 -1.53
C 2.76 2.75 -1.42
H 3.61 3.08 -6.25
H 4.14 1.82 -5.14
H 2.87 2.93 -4.65
H 2.33 2.27 -8.05
H 0.63 0.77 -9.00
H -0.42 -0.97 -7.58
H 0.25 -1.17 -5.20
H 3.01 0.29 -3.75
H -0.20 0.91 -4.04
H -2.97 -0.45 0.29
H -4.79 0.62 -0.84
H -4.39 1.86 -2.96
H -2.99 2.60 -4.63
H -1.81 1.39 -5.12
H -1.29 2.84 -4.24
H 3.60 -1.81 -1.92
H 6.04 -1.49 -1.91
H 6.99 0.80 -1.72
H 5.46 2.73 -1.52
H 3.28 3.62 -1.02
H 1.90 2.53 -0.79
H 2.37 3.03 -2.41
Cl 1.36 2.20 7.00
C 1.06 0.88 5.90
C -0.21 0.35 5.78
C -0.46 -0.62 4.82
C 0.53 -1.06 3.92
C 0.22 -1.91 2.75
C 1.82 -0.57 4.16
C 2.10 0.38 5.13
H -1.00 0.70 6.43
H -1.45 -1.04 4.74
H -0.77 -2.36 2.86
H 0.93 -2.75 2.72
H 2.65 -0.92 3.55
H 3.10 0.77 5.25
C -5.44 -3.17 -0.84
N -5.60 -3.69 0.51
C -6.66 -4.69 0.64
C -4.57 -3.62 1.39
S -3.01 -3.23 0.91
N -4.88 -3.88 2.69
C -6.17 -3.51 3.26
C -3.83 -4.09 3.67
H -6.43 -2.98 -1.25
H -4.92 -3.88 -1.49
H -4.87 -2.24 -0.83
H -6.65 -5.32 -0.25
H -7.64 -4.23 0.73
H -6.48 -5.32 1.50
H -6.77 -2.97 2.53
H -6.00 -2.86 4.12
H -6.74 -4.38 3.60
H -3.02 -4.66 3.24
H -4.25 -4.65 4.51
H -3.43 -3.14 4.04

Results of the Mulliken charge analysis, in e, for atoms 1 through 99: 0.113, -0.479, -0.425, -0.782, -0.234, -0.010, 0.219, 0.132, 0.558, 0.535, 0.334, 0.117, 0.218, 0.288, -0.354, -0.741, -0.630, -0.819, -0.587, 0.810, 0.045, 0.374, 0.812, -0.951, -0.859, -0.985, -1.343, -0.630, 1.537, 0.331, 0.464, 0.401, 0.433, 0.525, 0.672, 0.454, 0.565, 0.589, -1.021, 0.427, -0.824, -0.749, -0.650, 0.087, 0.081, 0.454, -0.631, 0.559, 0.356, 0.745, 0.010, -1.745, -0.911, 1.079, -1.541, 2.237, -1.189, -0.391, -0.875, -1.291, -0.818, 1.613, -1.459, 0.448, 0.293, 0.102, 0.398, 0.411, 0.425, 0.451, 0.136, -0.497, 0.219, 0.494, 0.352, 0.403, 0.298, 0.338, 0.471, 0.476, 0.471, 0.605, 0.533, -0.025, 0.155, -0.227, 0.192, -1.021, 0.112, 0.578, -1.154, -0.146, -1.092, 0.500, 0.487, 0.041, 0.565, 0.494, 0.459



> What is the total charge in the second record?

+1



> The highest energy relative to the best compared isomer or geometry (same formula, charge and spin) belongs to which entry?

C48H57AsF5N5O4TeTi



> What is the energy relative to the best compared isomer or geometry (same formula, charge and spin) in the second record?

33.02 kJ/mol